{"formula": "C24H27NOScSi", "method": "wB97M-V/def2-TZVPD", "elements": ["C", "C", "C", "H", "C", "C", "H", "H", "H", "H", "Sc", "C", "H", "H", "H", "Si", "C", "C", "H", "C", "H", "C", "H", "C", "H", "C", "H", "C", "C", "H", "C", "H", "C", "H", "C", "H", "C", "H", "H", "H", "O", "C", "C", "C", "C", "C", "C", "N", "H", "H", "H", "H", "H", "H", "H"], "xyz": [[-2.0377, -0.2150, 2.2222], [-0.6620, -0.0671, 2.5797], [-0.4090, 1.3100, 2.8339], [0.0602, -0.8637, 2.7133], [-1.6400, 2.0272, 2.6706], [-2.6486, 1.0893, 2.2892], [-3.7206, 1.2954, 2.1898], [-2.5645, -1.1556, 2.0570], [0.5453, 1.6997, 3.2015], [-1.8061, 3.0783, 2.9120], [-1.0657, 1.1185, 0.5291], [3.6065, -0.1633, -1.7290], [3.3216, 0.7154, -1.1150], [4.7166, -0.2888, -1.6363], [3.1506, -1.1420, -1.3990], [1.5460, -0.2564, -0.6639], [0.7683, -1.8695, -1.1030], [0.0976, -2.6236, -0.1226], [-0.1287, -2.1761, 0.8540], [-0.2003, -3.9608, -0.3984], [-0.6931, -4.5417, 0.3722], [0.1384, -4.5400, -1.6251], [-0.0635, -5.5956, -1.8168], [0.7372, -3.7497, -2.6157], [0.9853, -4.1674, -3.5839], [1.0153, -2.3995, -2.3822], [1.4550, -1.7628, -3.1617], [2.4233, -0.2455, 1.0071], [3.1217, -1.4219, 1.3586], [3.0117, -2.3314, 0.7396], [3.9993, -1.4066, 2.4541], [4.5195, -2.3311, 2.7116], [4.2261, -0.2225, 3.1748], [4.9544, -0.2224, 3.9919], [3.5990, 0.9544, 2.7547], [3.8006, 1.8855, 3.2750], [2.7483, 0.9680, 1.6497], [2.3756, 1.9159, 1.2483], [1.1769, 0.9492, -1.5604], [3.2946, 0.0529, -2.7671], [-2.0589, -0.2889, -0.7228], [-2.6623, 0.1513, -1.9894], [-3.0013, 1.6026, -1.7868], [-3.9765, 2.2628, -2.5408], [-4.2826, 3.5898, -2.2775], [-3.6543, 4.2142, -1.1944], [-2.7371, 3.5044, -0.3992], [-2.3845, 2.2162, -0.7426], [-1.8479, -1.2504, -0.6646], [-1.9572, 0.0713, -2.8368], [-3.5885, -0.3846, -2.2449], [-4.4459, 1.7156, -3.3554], [-4.9939, 4.1037, -2.9169], [-3.9153, 5.2334, -0.9426], [-2.2488, 3.9191, 0.5049]], "gap_ev": [4.4171, 4.4244], "homo_ev": [-7.8, -7.7], "total_energy_ev": -57433.6561, "total_charge": 1, "e_lumo_ha": [-0.124, -0.120], "de_lowest_kj_mol": 0.0, "multiplicity": 1}



{"formula": "C24H28AgCl4N4", "method": "wB97M-V/def2-TZVPD", "elements": ["Ag", "C", "N", "C", "C", "C", "C", "C", "C", "C", "C", "N", "C", "C", "C", "H", "H", "H", "H", "H", "H", "H", "H", "H", "H", "H", "H", "H", "H", "C", "N", "C", "C", "C", "C", "C", "C", "C", "C", "N", "C", "C", "C", "H", "H", "H", "H", "H", "H", "H", "H", "H", "H", "H", "H", "H", "H", "Cl", "Cl", "Cl", "Cl"], "xyz": [[-18.5833, 18.7720, -5.1997], [-21.0533, 25.1365, -5.5682], [-20.5642, 25.4322, -4.2370], [-21.0685, 26.4808, -3.5839], [-20.4946, 26.8547, -2.3438], [-19.4295, 26.1708, -1.7638], [-18.9671, 25.0427, -2.4823], [-19.5262, 24.7162, -3.7157], [-18.8156, 26.5750, -0.4267], [-18.5178, 25.6702, 0.5923], [-17.8736, 26.0760, 1.7662], [-17.6525, 27.3660, 1.9540], [-17.9654, 28.3126, 1.0760], [-18.5240, 27.9344, -0.1685], [-16.9482, 27.7620, 3.1971], [-21.6233, 24.2134, -5.4638], [-20.2283, 25.0286, -6.2724], [-21.6131, 25.9876, -5.9560], [-21.9161, 26.9791, -4.0309], [-21.0448, 27.6128, -1.8062], [-18.2828, 24.3962, -1.9529], [-19.3270, 23.7467, -4.1479], [-18.7585, 24.6274, 0.4479], [-17.4870, 25.3613, 2.4777], [-17.8537, 29.3269, 1.4298], [-18.7287, 28.7200, -0.8809], [-16.3402, 26.8802, 3.3994], [-17.6042, 27.9807, 4.0396], [-16.3165, 28.6294, 3.0055], [-24.3344, 16.1622, -8.4609], [-25.7634, 16.4444, -8.8378], [-26.3152, 15.6113, -9.7538], [-27.6732, 15.6676, -10.0783], [-28.5552, 16.4979, -9.4315], [-27.9995, 17.3378, -8.4421], [-26.6029, 17.2386, -8.1426], [-29.9888, 16.5776, -9.7952], [-31.0026, 16.7331, -8.8487], [-32.2928, 16.8491, -9.3206], [-32.6149, 16.6421, -10.6202], [-31.6732, 16.2891, -11.5204], [-30.3553, 16.3606, -11.1895], [-34.0244, 16.4025, -11.0190], [-24.2003, 15.1247, -8.1550], [-23.9948, 16.8246, -7.6647], [-23.7322, 16.3571, -9.3483], [-25.7117, 14.9826, -10.3918], [-27.9840, 15.1077, -10.9480], [-28.5748, 18.0115, -7.8244], [-26.1278, 17.6926, -7.2856], [-30.8766, 16.9260, -7.7936], [-33.0484, 17.0917, -8.5881], [-31.9633, 15.9235, -12.4943], [-29.6101, 16.2240, -11.9591], [-34.2677, 15.3704, -10.7667], [-34.1249, 16.6428, -12.0775], [-34.6825, 17.0811, -10.4763], [-22.2575, 19.8415, -3.9657], [-17.2026, 15.5653, -7.0159], [-16.5684, 19.9644, -2.0787], [-17.8779, 21.0384, -8.6820]], "gap_ev": 1.1799, "homo_ev": -6.9, "total_energy_ev": -85374.2900, "total_charge": 1, "e_lumo_ha": -0.209, "de_lowest_kj_mol": 869.1, "multiplicity": 1}